[1]
The following is a quantum chemistry calculation of one molecule with the formula C19H28N4O5S, from OMol25.

Summary:
Energy relative to the best compared isomer or geometry (same formula, charge and spin) in kJ/mol: 69.34
SMILES: CCOC(=O)N1CCC(NC(=O)[C@@H]2CCCN(S(=O)(=O)c3cccnc3)C2)CC1
Energy in Eh: -1734.26769
2S+1: 1

Geometry as XYZ:
```
57
Properties=species:S:1:pos:R:3:forces:R:3
C -7.846987 1.492986 -2.366358 0.3 -0.1 0.4
C -7.052860 1.941843 -1.153978 -0.2 0.4 -0.1
H -6.392019 2.781056 -1.399635 -0.1 -0.1 0.1
H -7.712945 2.259220 -0.339197 0.1 0.0 -0.1
O -6.260358 0.842268 -0.707441 0.1 -0.2 0.0
C -5.547167 1.070165 0.418499 -0.2 0.0 0.0
O -5.545263 2.128668 1.003810 0.0 0.4 0.0
N -4.870858 -0.027323 0.831624 0.0 -0.2 0.0
C -4.744484 -1.244623 0.064669 0.0 -0.1 -0.4
H -5.477598 -1.234509 -0.740212 0.1 -0.1 0.1
C -3.325212 -1.372531 -0.493706 -0.1 -0.2 0.4
H -3.222642 -2.315705 -1.030926 0.0 0.0 0.0
H -3.136163 -0.553826 -1.191753 0.0 0.0 -0.1
C -2.309412 -1.308653 0.650574 -0.1 0.2 0.0
N -0.956399 -1.405198 0.148288 -0.3 0.3 -0.1
C -0.083970 -2.359750 0.539778 0.4 0.2 -0.4
O -0.368239 -3.249316 1.313147 0.0 -0.4 0.3
C 1.301433 -2.166251 -0.060163 0.0 -0.3 0.4
C 2.066602 -1.150646 0.802822 -0.6 0.2 0.0
N 3.372341 -0.883249 0.246560 0.0 0.6 -0.8
S 3.362534 0.189029 -1.042759 0.2 0.4 0.5
O 4.299350 -0.233962 -2.039281 0.2 -0.1 0.2
O 2.009715 0.479073 -1.440341 0.1 0.1 0.3
C 4.015195 1.637566 -0.218996 -0.3 -0.2 -0.3
C 3.166615 2.637246 0.219895 0.0 0.0 0.0
C 3.716614 3.715203 0.896724 0.1 -0.2 -0.1
C 5.090079 3.726226 1.098738 -0.3 0.2 0.1
N 5.899919 2.770460 0.672948 0.5 -0.1 0.0
C 5.374287 1.747402 0.025405 -0.1 -0.2 -0.2
H 6.055842 0.986072 -0.325616 0.1 -0.1 0.0
H 5.571709 4.540631 1.623161 -0.1 0.1 0.1
H 3.098303 4.522855 1.255442 0.0 0.1 0.0
H 2.109637 2.562773 0.014455 -0.1 0.1 0.0
C 4.193156 -2.070761 0.107371 0.5 -0.4 -0.4
C 3.492675 -3.162087 -0.702425 0.0 0.0 0.2
C 2.110886 -3.459832 -0.123693 -0.1 0.1 -0.2
H 1.590676 -4.192213 -0.743023 0.0 0.0 0.1
H 2.196605 -3.875765 0.882178 0.0 -0.1 0.0
H 4.107931 -4.062732 -0.703268 0.0 0.0 -0.1
H 3.392212 -2.811923 -1.732123 0.1 -0.1 -0.1
H 5.115035 -1.764881 -0.386498 0.1 -0.2 0.2
H 4.425170 -2.427563 1.115936 0.0 0.1 0.0
H 1.531999 -0.201159 0.853141 -0.1 -0.1 0.2
H 2.194973 -1.542179 1.816484 0.0 0.0 0.0
H 1.208603 -1.742970 -1.064881 -0.1 0.0 0.1
H -0.642220 -0.686008 -0.485870 0.1 -0.1 0.0
C -2.506488 -0.012733 1.443828 -0.2 -0.4 0.1
H -1.821501 0.013233 2.291967 0.1 0.0 0.0
C -3.949797 0.079868 1.940815 0.2 0.4 0.1
H -4.131711 1.036751 2.432153 0.0 -0.2 0.0
H -4.153731 -0.733761 2.644985 0.0 0.0 0.0
H -2.293067 0.842839 0.798892 0.0 0.1 0.0
H -2.441886 -2.171785 1.312601 0.0 0.1 -0.1
H -4.954094 -2.091435 0.728165 0.0 0.0 -0.1
H -8.492532 0.659310 -2.103316 -0.1 -0.1 0.0
H -7.174366 1.175135 -3.158567 0.0 0.0 -0.1
H -8.457294 2.315879 -2.726573 -0.1 0.1 -0.1
```
Forces are in eV/Å.

***

[2]
The following is a quantum chemistry calculation of C48H52LaN7O8P2 as an isolated structure at a distorted geometry, from OMol25.

Summary:
Charge: -2
Energy in Eh: -3560.19985
2S+1: 1

Geometry as XYZ:
```
118
Properties=species:S:1:pos:R:3:forces:R:3
La 0.908194 0.947079 -1.110034 0.3 -0.4 -1.8
O 0.678101 -1.750440 -4.722354 0.0 0.1 -0.3
C 1.078471 -1.196485 -3.706801 0.2 0.3 0.0
O 0.393161 -0.782709 -2.717370 -0.1 -0.3 -0.5
C 2.579413 -0.999687 -3.528653 0.0 -0.1 -0.3
C 3.501085 -1.688080 -4.305548 -0.1 0.1 0.1
C 4.849179 -1.491333 -4.056044 0.0 0.0 0.0
C 5.228020 -0.617256 -3.053088 -0.1 0.1 0.1
C 4.238644 0.035374 -2.327043 0.2 0.1 0.0
N 2.944736 -0.155962 -2.567314 -0.1 -0.1 0.0
C 4.574592 0.978762 -1.167325 0.0 -0.1 -0.1
O 5.759274 1.270312 -0.998681 0.2 0.0 0.0
O 3.573298 1.334863 -0.493605 -0.4 -0.1 0.1
H 3.133515 -2.347254 -5.076077 0.0 0.0 -0.1
H 5.597322 -2.019680 -4.636637 0.0 0.0 0.0
H 6.258144 -0.413293 -2.804339 0.0 0.0 0.0
O -0.860165 3.088403 -8.275249 -0.4 -0.1 0.0
C 0.191013 3.421160 -7.708247 0.0 -0.1 0.2
O 1.175863 4.034188 -8.148397 0.3 0.1 0.0
C 0.282778 3.024005 -6.199171 -0.1 0.0 -0.1
C -0.821295 2.525386 -5.519548 0.2 0.0 0.1
C -0.719274 2.240945 -4.161639 0.0 0.0 -0.1
N 0.423466 2.377980 -3.484846 -0.1 0.0 0.0
C 1.477749 2.900647 -4.121734 -0.1 0.0 -0.1
C 1.445221 3.228914 -5.471285 -0.1 0.0 0.0
C 2.615949 3.291568 -3.247129 0.0 0.1 0.0
C 3.873617 3.623152 -3.742874 -0.2 0.0 0.1
C 4.801647 4.154893 -2.865278 0.0 0.0 0.1
C 4.448115 4.347046 -1.539697 0.0 0.0 -0.1
C 3.192002 3.929756 -1.121326 0.2 0.0 0.1
N 2.304464 3.403569 -1.953966 -0.1 -0.1 -0.2
C -1.904461 1.823021 -3.363375 0.0 -0.1 -0.2
C -3.195132 2.137531 -3.786143 0.1 -0.1 0.0
C -4.275562 1.708455 -3.036337 0.0 0.0 0.1
C -4.043772 0.960462 -1.894137 0.0 0.0 -0.1
C -2.729406 0.713442 -1.534619 -0.1 -0.2 0.2
N -1.683123 1.151063 -2.228503 0.1 0.3 0.1
H -1.729736 2.369489 -6.078223 -0.1 0.0 -0.1
H 2.278996 3.693356 -5.974638 0.1 0.0 0.0
H 4.112538 3.466131 -4.783871 0.0 0.0 0.0
H 5.794586 4.409433 -3.213861 0.0 0.0 0.0
H 5.144118 4.755439 -0.823290 0.0 0.0 0.0
H 2.894333 3.993338 -0.083609 0.0 0.0 0.1
H -3.337101 2.718682 -4.684481 0.0 0.0 0.0
H -5.283890 1.954338 -3.343865 0.0 0.0 0.0
H -4.841978 0.575662 -1.278384 -0.1 0.0 0.0
H -2.504530 0.126469 -0.649554 -0.1 0.1 -0.1
C 2.083722 0.991729 5.463151 0.0 0.1 0.0
C 0.871988 0.105478 5.795969 -0.1 -0.2 0.0
C 0.101363 0.682011 6.988160 -0.1 -0.1 0.1
P 0.008869 -0.414472 4.206203 0.1 0.0 0.1
C -1.543670 -1.291036 4.754075 0.0 -0.1 -0.2
C -2.690309 -0.466479 5.327905 0.0 0.1 -0.1
C -1.196920 -2.487204 5.636700 0.0 0.0 0.0
C -0.705912 1.096146 3.491630 0.2 0.0 0.0
C -0.677482 2.341842 4.113786 -0.1 0.1 0.1
C -1.190768 3.471460 3.503735 0.0 0.0 0.0
C -1.742827 3.361931 2.235503 0.0 0.0 0.0
C -1.755418 2.138829 1.597790 -0.1 0.0 0.0
C -1.224834 0.986532 2.190618 -0.1 0.2 -0.1
N -1.140172 -0.212557 1.466758 0.3 0.5 0.1
C -2.270185 -0.911199 1.333328 0.0 -0.5 0.0
C -3.518526 -0.538164 1.908586 -0.1 0.2 0.1
C -4.658230 -1.287846 1.741238 -0.1 -0.1 0.0
C -4.649371 -2.466141 0.998384 0.0 0.0 0.0
C -3.439403 -2.862457 0.447322 0.0 0.0 0.0
C -2.267427 -2.134939 0.590124 0.0 -0.2 -0.1
P -0.698742 -2.722480 -0.148439 0.0 -0.1 -0.1
C -1.291614 -3.542900 -1.723686 -0.1 -0.2 0.2
C -2.250573 -2.666036 -2.525105 -0.1 0.0 0.0
C -0.084775 -3.882407 -2.607319 0.0 0.0 0.0
C -0.292067 -4.228868 0.967554 0.1 0.1 0.0
C -0.074858 -5.574578 0.273756 0.0 0.1 0.0
C -1.276218 -4.464446 2.105537 0.0 0.0 0.1
H 2.973818 0.651443 5.993706 0.1 0.0 0.1
H 1.901859 2.023038 5.765477 0.0 0.1 0.0
H 2.305769 1.016378 4.401438 0.0 0.0 -0.1
H 1.260516 -0.869770 6.125266 0.0 0.1 -0.1
H -0.539635 1.517136 6.711856 0.0 0.0 0.1
H 0.809289 1.042828 7.741245 0.0 0.0 0.0
H -0.525313 -0.071111 7.465890 -0.1 0.0 0.0
H -1.896851 -1.672386 3.786093 0.0 -0.1 0.1
H -2.413899 0.068286 6.231232 0.1 0.1 0.2
H -3.530702 -1.121677 5.571887 -0.1 0.0 0.0
H -3.041203 0.263359 4.596938 0.1 0.0 0.1
H -0.933526 -2.172620 6.648295 0.0 0.0 0.1
H -0.356027 -3.050571 5.230291 0.0 0.0 0.0
H -2.049093 -3.166001 5.713727 0.0 0.0 0.0
H -0.244897 2.441454 5.097600 0.1 0.0 -0.1
H -1.147209 4.428173 4.008691 0.0 0.0 0.0
H -2.131450 4.235911 1.728836 0.0 0.0 0.0
H -2.142554 2.063725 0.586939 0.0 0.0 0.1
H -3.571806 0.365543 2.502365 0.0 0.0 -0.1
H -5.577038 -0.948144 2.208957 0.0 0.0 0.0
H -5.546052 -3.052002 0.856512 -0.1 0.0 0.0
H -3.408422 -3.783774 -0.126382 0.0 0.0 0.0
H -1.810848 -4.472382 -1.457797 0.0 0.1 0.0
H -2.492278 -3.163291 -3.467359 0.0 0.0 -0.1
H -3.179561 -2.471960 -1.992977 0.0 0.0 0.0
H -1.779939 -1.714729 -2.772001 0.0 0.0 0.0
H 0.818370 -4.100917 -2.040651 0.1 -0.1 0.1
H 0.136707 -3.043564 -3.259251 -0.2 -0.4 0.1
H -0.301383 -4.743609 -3.242805 0.0 -0.1 0.0
H 0.669179 -3.943720 1.412039 -0.1 0.0 0.0
H -1.011064 -5.972650 -0.116791 -0.1 0.0 -0.1
H 0.297997 -6.294716 1.006942 0.0 0.0 0.0
H 0.638868 -5.538100 -0.540458 0.1 0.0 -0.1
H -2.191340 -4.930349 1.733878 0.0 0.0 0.0
H -1.570241 -3.550600 2.606787 0.0 0.2 0.1
H -0.830983 -5.138145 2.842018 0.0 -0.1 0.1
N 1.887053 -0.098693 1.056523 -0.4 -0.4 0.8
N 2.178344 1.013717 1.894823 0.2 0.1 0.4
C 1.800489 2.317406 1.509639 0.0 0.0 0.2
O 2.285153 3.243613 2.139580 0.2 0.2 0.1
O 0.941207 2.403902 0.553520 0.2 0.7 1.3
H 1.207854 -0.691015 1.568912 0.4 0.2 -0.4
H 2.749559 -0.614415 0.891327 -0.2 0.2 -0.1
H 3.113466 1.021118 2.282165 -0.2 -0.1 -0.1
```
Forces are in eV/Å.